(1)
This record from the OMol25 dataset describes a structure of composition C16H26F3Na4O18S in a non-equilibrium geometry. The level of theory is wB97M-V/def2-TZVPD.

Calculated values
LUMO level = -0.3764 Eh
charge = +3

Atoms and positions in Å:
S  -3.015  3.317  0.898
Na  -7.375  1.632  3.488
Na  -4.928  7.704  -2.286
Na  -8.108  2.873  -1.934
Na  -4.727  6.338  5.459
F  -0.965  1.608  1.496
F  -0.828  2.415  -0.471
F  -0.438  3.687  1.289
O  3.288  0.702  5.611
O  -3.894  2.242  0.399
O  -5.966  -3.652  -5.565
O  4.874  2.786  -8.078
O  3.775  -1.349  5.799
O  -5.326  -3.646  -3.498
O  6.666  2.149  -6.794
O  1.033  -2.197  -2.580
O  1.536  -2.909  -0.425
O  -2.735  -2.115  3.796
O  2.694  -1.369  -1.323
O  5.081  -0.117  4.431
O  -3.245  3.585  2.324
O  -2.264  -0.838  5.509
O  4.680  1.786  -6.044
O  -3.097  4.575  0.086
O  -5.122  -5.557  -4.632
O  -4.383  -0.788  4.814
C  -1.181  2.703  0.749
C  -5.504  -4.393  -4.583
C  2.680  -2.770  0.353
C  1.648  -2.132  -1.529
C  -3.225  -1.192  4.723
C  -3.541  -2.590  2.780
C  3.193  2.041  5.186
C  -5.938  -2.362  -3.698
C  3.247  1.810  -5.963
C  -6.104  -2.295  -5.162
C  -2.446  0.098  6.531
C  7.670  2.381  -7.771
C  4.406  -2.612  5.664
C  3.122  -1.425  0.006
C  5.355  2.318  -7.083
C  4.189  -0.226  5.242
H  3.668  2.668  5.939
H  2.906  0.815  -6.248
H  -3.744  -1.778  2.083
H  -6.814  -2.343  -3.050
H  -2.308  1.127  6.199
H  2.149  2.352  5.154
H  4.199  -1.411  0.168
H  4.022  -3.262  6.450
H  -5.305  -1.703  -5.610
H  2.730  -0.564  0.548
H  7.780  1.442  -8.313
H  -5.270  -1.572  -3.354
H  -2.931  -3.299  2.221
H  -3.402  -0.086  7.022
H  -7.127  -2.006  -5.401
H  5.475  -2.543  5.865
H  7.261  3.125  -8.455
H  2.834  2.129  -5.006
H  4.293  -3.109  4.701
H  2.415  -2.902  1.402
H  -4.451  -3.114  3.075
H  -1.666  -0.013  7.283
H  8.614  2.675  -7.310
H  3.425  -3.482  -0.002
H  3.652  2.282  4.227
H  2.811  2.352  -6.802

=====

(2)
This record from the OMol25 dataset describes a cluster of 2 separate species, CH4NO2 in total in a non-equilibrium geometry. The level of theory is wB97M-V/def2-TZVPD.

Calculated values
ΔE to the lowest compared entry with this formula, charge and spin = 42.4 kcal/mol
LUMO level = 0.1712 Eh
charge = -1

Atoms and positions in Å:
O  -0.733  -0.671  -0.825
O  0.676  -1.971  1.735
N  -0.146  1.456  -1.225
C  -0.262  0.365  -0.373
H  0.194  -1.388  1.117
H  0.209  2.286  -0.788
H  -0.399  1.487  -2.221
H  0.460  -1.564  2.580

=====

(3)
This record from the OMol25 dataset describes a cluster of 11 separate species, C84H102O22 in total in a non-equilibrium geometry. The level of theory is wB97M-V/def2-TZVPD.

Calculated values
LUMO level = -0.0392 Eh

Atoms and positions in Å:
O  -0.272  0.289  -6.318
O  5.352  -1.800  2.578
O  -0.067  -5.502  -6.807
O  -1.010  -1.353  -0.184
O  -5.890  1.652  0.723
O  4.226  -5.955  2.892
O  5.185  7.313  3.660
O  -9.225  0.950  1.314
O  0.263  -0.547  -3.527
O  -4.176  -1.481  -1.771
O  -3.707  3.458  -3.192
O  -6.423  3.691  -3.466
O  -1.103  -5.269  -3.354
O  -0.919  2.612  0.214
O  3.967  -6.267  -2.122
O  3.829  -3.035  -1.393
O  -1.764  7.438  -2.088
O  1.143  0.419  2.840
O  1.754  7.822  -0.453
O  7.280  -3.425  5.168
O  -0.497  -7.218  0.569
O  -1.460  -0.452  7.406
C  0.089  -6.366  -7.914
C  -1.926  6.179  -0.125
C  -0.691  5.326  -2.213
C  3.421  6.294  2.444
C  -3.329  -1.035  -0.647
C  -1.044  3.772  -0.247
C  3.204  0.929  6.426
C  3.143  8.910  1.103
C  6.259  -2.709  4.539
C  -4.576  2.327  -3.115
C  -0.407  4.095  -1.566
C  3.012  -4.130  -1.057
C  1.201  0.542  7.590
C  2.425  7.693  0.538
C  -3.605  -0.426  3.850
C  1.428  -9.267  0.834
C  0.516  -6.926  1.145
C  -2.499  -4.928  -3.179
C  0.513  0.285  3.853
C  0.342  -1.023  -0.636
C  3.580  -9.857  1.650
C  -1.937  -1.119  -1.206
C  -1.472  6.395  -1.473
C  2.272  3.984  1.397
C  0.749  -5.526  1.636
C  5.755  -0.955  1.517
C  5.280  -3.192  -1.179
C  2.858  10.131  0.533
C  0.568  0.197  6.381
C  -3.098  6.858  1.869
C  -1.066  -0.443  -5.412
C  2.854  3.986  2.692
C  -6.778  1.566  1.813
C  -0.925  0.029  3.875
C  3.352  11.321  1.006
C  -2.621  7.157  0.519
C  -1.879  4.816  0.446
C  -0.551  -4.928  -4.643
C  2.515  0.911  7.559
C  -2.916  -0.463  5.074
C  2.960  -5.227  -2.127
C  -5.045  2.799  0.761
C  -8.281  2.023  1.562
C  -2.831  5.645  2.479
C  -5.547  -1.404  -1.316
C  2.217  -3.825  2.577
C  1.585  -7.972  1.381
C  4.293  7.466  2.879
C  -0.033  -3.213  1.844
C  -1.613  0.001  2.637
C  4.640  9.977  2.655
C  1.102  3.465  -3.324
C  1.231  -2.925  2.449
C  2.617  0.543  5.227
C  3.787  -8.573  2.169
C  4.267  11.240  2.043
C  -0.056  5.572  -3.432
C  0.481  3.174  -2.112
C  3.519  5.106  3.140
C  0.803  4.623  -3.967
C  -7.544  4.413  -2.875
C  6.362  -2.689  3.026
C  2.743  6.398  1.252
C  -1.591  -0.143  5.052
C  4.181  -6.785  -0.818
C  -2.300  4.560  1.716
C  1.249  0.304  5.227
C  -1.057  1.011  -7.226
C  -2.995  -0.186  2.652
C  -8.770  0.344  0.044
C  -0.305  -1.306  -4.501
C  -0.873  -0.117  6.410
C  -0.425  -6.090  -5.577
C  1.978  -5.189  2.217
C  -0.255  -4.493  1.463
C  3.090  -6.206  2.468
C  2.236  5.212  0.726
C  2.775  -7.596  2.037
C  7.264  -4.789  4.924
C  2.450  -10.215  0.933
C  -5.963  2.614  -2.716
C  1.636  -0.465  -3.672
C  4.060  8.782  2.184
C  -3.027  3.617  -4.353
H  3.146  12.289  0.599
H  7.946  -5.321  5.605
H  -5.809  -0.410  -1.033
H  -3.647  0.139  1.780
H  -1.711  -0.192  -1.725
H  0.826  -7.131  -7.746
H  2.360  -11.210  0.488
H  -0.405  1.479  -7.937
H  -3.675  -0.045  -0.453
H  2.031  0.522  -3.236
H  -0.875  -2.563  1.729
H  3.347  -7.542  -0.695
H  -1.694  -1.057  -6.061
H  6.272  -3.688  2.582
H  -0.819  -6.915  -8.184
H  -6.363  2.199  2.597
H  0.515  -1.709  -1.509
H  -2.567  -5.070  -2.089
H  -5.519  3.839  0.737
H  0.593  0.524  8.537
H  -1.271  -4.266  -5.144
H  1.826  5.232  -0.290
H  3.927  5.034  4.171
H  1.978  -3.679  -1.115
H  -3.491  -1.591  0.289
H  1.347  4.790  -4.877
H  5.802  -3.790  -1.954
H  -7.708  5.303  -3.439
H  -4.124  1.560  -2.481
H  5.751  -2.195  -1.170
H  0.474  -5.731  -8.661
H  -8.641  2.365  2.523
H  -3.404  7.725  2.460
H  1.898  3.135  0.852
H  -2.834  4.633  -4.378
H  2.938  3.005  3.299
H  -3.429  -0.566  6.012
H  -4.471  2.704  1.689
H  7.354  -2.263  2.790
H  -1.308  -6.696  -5.750
H  7.581  -5.073  3.917
H  4.949  -0.366  1.193
H  -7.216  4.615  -1.812
H  -4.695  -0.435  3.872
H  3.064  -4.822  -3.160
H  6.331  -1.687  4.991
H  -3.633  3.417  -5.179
H  1.874  -0.432  -4.726
H  -1.125  -4.827  0.959
H  -1.043  0.224  1.745
H  1.960  -5.672  -1.965
H  4.717  -8.187  2.508
H  -2.603  8.181  0.260
H  -7.767  0.026  0.272
H  -0.299  6.437  -4.089
H  -8.804  1.142  -0.736
H  -6.124  -1.697  -2.232
H  -2.083  3.639  2.180
H  -8.392  3.800  -2.852
H  0.358  -1.984  -5.033
H  -4.415  2.767  -0.148
H  0.552  -9.468  0.289
H  0.358  -6.809  -5.289
H  -6.509  1.740  -2.954
H  -2.070  3.178  -4.611
H  6.261  -5.086  5.052
H  -1.701  0.237  -4.750
H  0.999  -1.296  0.144
H  3.214  -3.652  2.913
H  2.322  10.084  -0.398
H  -4.549  1.838  -4.138
H  4.075  -6.059  -0.032
H  -0.993  -2.027  -4.031
H  0.597  2.293  -1.433
H  3.042  0.614  4.230
H  -3.018  5.586  3.591
H  -5.673  -1.970  -0.417
H  4.317  -10.617  1.746
H  -1.689  0.436  -7.906
H  3.053  1.177  8.528
H  4.310  1.125  6.476
H  5.174  -7.307  -0.742
H  -6.028  2.876  -1.639
H  -6.896  0.530  2.122
H  -1.561  1.809  -6.640
H  -2.639  -3.887  -3.513
H  5.483  -3.569  -0.190
H  2.168  -1.175  -3.130
H  -8.248  2.850  0.821
H  -1.982  -1.888  -1.928
H  1.969  2.878  -3.628
H  -9.436  -0.444  -0.292
H  0.462  -4.594  -4.597
H  3.052  -4.397  0.006
H  5.273  -3.143  4.769
H  -3.151  -5.600  -3.794
H  5.347  10.001  3.521
H  6.653  -0.300  1.817
H  6.132  -1.521  0.680
H  0.463  0.056  -0.821
H  4.671  12.217  2.265
H  1.473  -1.856  2.637

=====

no.,M (g mol⁻¹)
1,687.39
2,62.05
3,1463.72